Computed, not measured: the molecule C8H9NO3S, with wB97M-V/def2-TZVPD.

- Lowest unoccupied orbital energy (alpha / beta): 0.70 / -2.54 eV
- Multiplicity: 3
- ⟨S²⟩: 2.005

Last column: Löwdin charge in e.
Cartesian coordinates (Å):
C  -0.784  1.116  -0.685  -0.17
C  0.446  0.543  -0.950  -0.20
C  1.836  -1.030  0.442  -0.47
C  -1.914  0.028  -0.384  -0.06
C  -0.537  1.893  0.534  -0.15
C  -1.289  -0.297  1.004  -0.17
C  1.230  0.451  0.368  -0.03
C  -0.172  0.653  1.373  -0.16
N  1.619  -1.592  -0.808  -0.01
O  2.432  -1.554  1.321  0.12
O  1.671  -0.415  -2.966  -0.25
O  -0.411  -1.636  -2.314  -0.30
S  0.740  -0.790  -1.975  0.68
H  -2.898  0.337  -0.214  0.09
H  -1.734  -0.838  -1.162  0.11
H  0.175  2.753  0.531  0.14
H  -1.426  2.383  0.845  0.11
H  -2.118  -0.202  1.778  0.14
H  -0.919  -1.299  1.167  0.11
H  1.990  1.148  0.631  0.14
H  -0.062  0.815  2.456  0.15
H  2.126  -2.467  -0.992  0.16

Forces on the atoms, in the same order (eV/Å):
C -5.31 1.63 -0.99
C 4.10 -1.64 0.17
C -1.15 2.45 -2.05
C 4.67 -1.22 -0.96
C -0.84 2.25 1.35
C -1.41 -1.33 2.06
C -2.57 -4.13 1.50
C 1.91 1.72 -1.64
N 0.64 -1.30 0.84
O 0.55 -0.44 1.12
O 0.49 0.37 -1.67
O 1.70 1.49 0.16
S -0.45 -2.15 0.39
H -1.34 0.83 -0.42
H -1.17 1.88 1.83
H 0.07 -1.10 -0.35
H -1.20 0.19 0.58
H 1.07 0.03 -0.69
H -0.12 -0.64 -0.39
H 0.37 0.82 -0.05
H 0.59 -0.18 -0.57
H -0.61 0.47 -0.20


Computed, not measured: a structure of composition C4H11O2Tl, with wB97M-V/def2-TZVPD.

- Total charge: +1
- Lowest unoccupied orbital energy (alpha / beta): -4.77 / -4.82 eV
- Multiplicity: 2
- ⟨S²⟩: 0.753

Last column: Löwdin charge in e.
Cartesian coordinates (Å):
H  -1.429  4.674  -1.639  -0.05
O  -1.626  5.261  -0.888  -0.15
C  -0.600  5.132  0.072  -0.16
H  0.396  5.278  -0.376  0.08
H  -0.762  5.903  0.836  0.09
H  -0.616  4.145  0.563  0.08
C  -0.587  1.324  -6.234  -0.07
O  -0.059  2.177  -5.225  -0.51
C  1.289  2.448  -5.303  -0.18
C  1.803  3.292  -4.199  -0.10
Tl  -1.324  2.643  -3.448  1.21
H  -1.643  1.162  -5.987  0.09
H  -0.488  1.815  -7.212  0.12
H  -0.060  0.360  -6.243  0.11
H  2.827  3.446  -4.678  0.12
H  1.882  1.644  -5.751  0.13
H  1.335  4.287  -4.160  0.09
H  1.888  2.738  -3.245  0.09

Forces on the atoms, in the same order (eV/Å):
H -0.14 0.53 0.66
O -0.24 -0.36 -0.86
C 0.63 -0.15 0.49
H -0.23 0.07 0.19
H 0.04 -0.25 -0.30
H -0.04 0.26 -0.07
C -0.26 -0.47 -0.75
O 0.60 -0.33 -0.96
C -0.17 -0.29 0.29
C 1.77 -0.15 -1.94
Tl -1.02 0.35 1.37
H 0.21 -0.01 -0.22
H -0.13 -0.18 0.28
H -0.13 0.28 0.05
H -0.76 0.25 1.54
H -0.16 0.34 0.08
H 0.01 -0.38 0.32
H 0.05 0.50 -0.16


Computed, not measured: a structure of composition C6H9NO2, with wB97M-V/def2-TZVPD.

- Lowest unoccupied orbital energy: 0.80 eV

Last column: Löwdin charge in e.
Cartesian coordinates (Å):
C  0.239  0.520  -0.048  -0.46
C  -0.653  -1.357  0.110  -0.06
C  2.490  -0.410  0.227  0.03
C  1.467  0.264  0.719  -0.11
C  -1.187  0.025  0.430  -0.44
C  -1.568  0.048  -1.061  -0.09
H  1.054  2.093  -0.875  0.12
H  0.151  -1.886  0.678  0.12
H  -1.371  -2.113  -0.222  0.11
H  3.434  -0.514  0.773  0.07
H  2.327  -0.958  -0.710  0.08
H  1.614  0.929  1.586  0.13
H  -2.058  1.302  1.498  0.12
H  -2.377  -0.639  -1.375  0.12
H  -1.693  1.009  -1.617  0.12
N  -0.166  -0.516  -1.118  0.05
O  0.177  1.849  -0.522  0.02
O  -1.879  0.354  1.527  0.08

Forces on the atoms, in the same order (eV/Å):
C -2.15 0.15 -0.79
C 0.68 -1.37 -0.48
C 0.13 -0.84 -0.11
C 0.86 1.40 0.34
C 1.64 -0.42 -1.14
C -0.76 1.18 -0.94
H -0.51 -0.18 0.23
H -0.57 0.90 -0.22
H -0.08 0.22 0.12
H -0.37 0.11 -0.38
H 0.35 0.13 0.36
H -0.27 -0.59 -0.16
H -0.07 -0.03 0.10
H 0.63 0.08 0.20
H 0.23 -0.69 0.70
N 0.15 -0.61 0.86
O 0.90 -0.02 0.10
O -0.81 0.57 1.21


Computed, not measured: a cluster of 2 separate species, C5H10O in total, with wB97M-V/def2-TZVPD.

- Lowest unoccupied orbital energy: -0.23 eV

Last column: Löwdin charge in e.
Cartesian coordinates (Å):
C  -1.449  1.099  -0.876  -0.12
C  -0.344  0.186  -1.231  0.08
C  -0.784  -1.390  1.460  -0.05
C  1.007  0.593  -1.063  -0.55
O  1.283  1.388  -1.969  0.06
C  2.004  0.037  -0.088  -0.01
H  -1.812  1.495  -1.837  0.10
H  -1.221  1.947  -0.213  0.08
H  -2.291  0.515  -0.487  0.08
H  -0.666  -1.534  0.379  0.01
H  -0.598  -0.344  1.723  0.02
H  -0.073  -2.028  1.991  0.03
H  -1.804  -1.656  1.747  0.03
H  1.767  0.358  0.932  0.08
H  1.981  -1.057  -0.105  0.09
H  3.000  0.393  -0.363  0.09

Forces on the atoms, in the same order (eV/Å):
C 0.05 -0.02 0.11
C 0.01 0.26 -0.01
C 0.00 0.02 0.00
C -0.05 0.04 -0.08
O -0.04 -0.16 0.16
C 0.03 0.00 0.00
H 0.06 -0.09 0.10
H 0.02 -0.17 -0.11
H 0.10 0.08 -0.10
H -0.02 0.00 0.19
H -0.03 -0.17 -0.03
H -0.11 0.09 -0.08
H 0.15 0.03 -0.04
H 0.01 -0.02 -0.15
H -0.02 0.14 -0.01
H -0.16 -0.03 0.04


What is the formula in the third record? C6H9NO2